1.
Molecular formula: C3H5NO3
Method: DFT, wB97M-V/def2-TZVPD

Last column: natural (NBO) charge in e.
CARTESIAN COORDINATES (ANGSTROEM)
O  -1.6899  0.3348  2.5634  -0.51
O  -3.0222  -1.3915  1.8604  -0.51
O  1.2435  -0.2829  -2.4056  -0.28
N  1.0098  -0.0631  -1.2168  0.15
C  -0.0013  -0.7661  -0.6040  -0.50
C  -2.3886  -0.5202  2.2501  1.02
C  1.7027  1.8665  -0.6447  -0.32
H  -0.4364  -1.4468  -1.3737  0.22
H  0.2745  -1.3744  0.3114  0.24
H  -0.7443  -0.0762  -0.2089  0.24
H  1.3300  1.9456  0.3096  0.11
H  2.7222  1.7743  -0.8409  0.13

Atoms 1-6, force components in eV/Å:
O 0.60 1.07 0.63
O -1.06 -1.09 -0.25
O -0.68 -0.23 2.14
N 4.19 3.85 -2.03
C -2.65 -2.72 1.03
C 0.45 0.02 -0.37

The value obtained for the LUMO energy (spin up / spin down) is -1.000 / -0.456 eV. Its spin multiplicity is 1. As for the relative energy (zero: lowest compared OMol25 entry of this formula, charge and spin): 721.06 kJ/mol. As for the total energy: -397.5621 Eh. The calculation puts the HOMO energy (spin up / spin down) at -7.802 / -8.484 eV. The value obtained for the largest force on an atom is 0.1175 hartree/bohr. Its charge is 0.



2.
Molecular formula: C6H6
Method: DFT, wB97M-V/def2-TZVPD

Last column: natural (NBO) charge in e.
CARTESIAN COORDINATES (ANGSTROEM)
C  1.5104  -0.3957  -0.2676  -0.57
C  -0.8540  -0.7776  -0.7923  0.07
C  -0.3683  0.6802  0.9704  0.02
C  -0.7490  1.6972  1.4906  -0.23
C  0.0922  -0.5474  0.2852  -0.39
C  -1.6983  -0.7812  -1.6586  -0.30
H  -2.4169  -0.0057  -1.7475  0.25
H  1.8055  -1.3231  -0.7651  0.22
H  1.5392  0.4162  -1.0004  0.22
H  -1.0905  2.5979  1.9547  0.24
H  2.2006  -0.1741  0.5468  0.22
H  0.0291  -1.3867  0.9839  0.26

Atoms 1-6, force components in eV/Å:
C 0.23 -0.01 0.02
C -0.18 -0.15 -0.17
C -0.11 0.42 0.30
C 0.20 -0.47 -0.21
C 0.16 -0.08 0.16
C 0.40 0.59 0.90

The value obtained for the LUMO energy is 0.924 eV. Its spin multiplicity is 1. As for the relative energy (zero: lowest compared OMol25 entry of this formula, charge and spin): 457.21 kJ/mol. As for the total energy: -232.0522 Eh. The calculation puts the HOMO energy at -10.122 eV. As for the SMILES: C#CC(C)C#C. The value obtained for the largest force on an atom is 0.0304 hartree/bohr. Its charge is 0.



3.
Molecular formula: C7H14N2O5P
Method: DFT, wB97M-V/def2-TZVPD

Last column: natural (NBO) charge in e.
CARTESIAN COORDINATES (ANGSTROEM)
P  0.1826  1.2748  0.6051  2.37
O  1.6034  -2.0252  0.9733  -0.59
O  0.9725  1.2311  1.8712  -1.15
O  0.6067  2.1377  -0.4984  -1.16
O  2.2746  -0.2096  -0.3224  -0.52
O  -1.4151  1.5692  1.0172  -0.81
N  -1.1220  -1.3894  0.7296  -0.08
N  -1.9921  -1.6863  -0.0398  -0.21
C  1.3601  -1.0751  0.2541  0.78
C  4.6191  -0.3525  -1.0092  -0.63
C  -2.1595  2.3559  0.1780  -0.09
C  -3.1303  -2.4335  0.6181  -0.47
C  -3.1264  1.5545  -0.7041  -0.63
C  3.5618  -0.2476  0.1966  -0.08
C  0.0879  -0.4939  -0.1252  -0.55
H  4.5938  0.4341  -1.7057  0.21
H  -3.0658  -2.5438  1.7095  0.20
H  -1.3478  2.8344  -0.4341  0.22
H  4.6859  -1.2508  -1.6218  0.20
H  -4.0515  0.9189  -0.2564  0.18
H  -2.5789  3.2222  0.6238  0.15
H  -3.5227  2.2752  -1.5115  0.19
H  3.6830  0.6560  0.8467  0.21
H  3.6818  -1.1803  0.8281  0.20
H  -3.2694  -3.4582  0.1399  0.20
H  5.6437  -0.3846  -0.6686  0.19
H  -4.1473  -1.8606  0.6045  0.20
H  -0.1424  -0.6929  -1.2290  0.25
H  -2.4855  0.8202  -1.0694  0.21

Atoms 1-6, force components in eV/Å:
P -0.36 -0.34 1.45
O 0.02 1.19 -1.13
O -0.61 -0.58 -0.46
O -0.10 0.92 -1.21
O -0.51 -1.40 0.18
O 1.17 -1.32 1.27

The value obtained for the LUMO energy is 3.446 eV. Its spin multiplicity is 1. As for the relative energy (zero: lowest compared OMol25 entry of this formula, charge and spin): 0.00 kJ/mol. As for the total energy: -1102.2383 Eh. The calculation puts the HOMO energy at -5.350 eV. As for the SMILES: CCOC(=O)[C@@H](/N=N/C)[P@](=O)([O-])OCC. The value obtained for the largest force on an atom is 0.0855 hartree/bohr. Its charge is -1.



4.
Molecular formula: C25H54BrF4NO8
Method: DFT, wB97M-V/def2-TZVPD

Last column: Mulliken charge in e.
CARTESIAN COORDINATES (ANGSTROEM)
Br  -3.2539  1.7927  1.1797  -0.17
F  3.9977  2.1040  -0.1203  -0.43
F  0.2599  -1.0782  -1.7154  -0.30
F  -0.4595  -1.1380  0.3265  -0.08
F  -1.5804  -0.0407  -1.1704  -0.32
O  1.8051  6.5168  -3.0029  -0.43
O  -1.1440  6.8791  -5.4774  -0.51
O  -4.7127  -6.2056  2.9404  -0.59
O  -2.2163  -3.5700  2.7829  -0.11
O  2.0676  -3.6188  1.3168  -0.36
O  -1.0215  0.5784  2.2742  -0.45
O  -2.8030  -6.5948  6.8282  -0.57
O  2.3730  1.5930  -3.5028  -0.64
N  2.5724  0.4896  -1.4302  -0.38
C  2.2320  -0.2301  0.8854  -1.71
C  -0.4525  1.9508  0.3521  -1.50
C  -4.0546  -2.0447  2.3793  -0.77
C  1.9584  0.8786  -0.1577  2.30
C  -3.1807  -2.7221  3.4133  -0.20
C  0.5208  1.5878  -1.9135  -1.18
C  3.0408  4.3256  -1.0987  -1.19
C  -4.2094  -6.2280  1.6081  -0.02
C  1.4518  -4.8525  1.6844  -0.36
C  2.0979  7.8021  -3.5518  -0.31
C  -0.7061  6.1378  -6.6183  -0.22
C  -1.8466  -6.4165  4.5905  -0.44
C  4.6274  -0.9980  0.4038  -1.41
C  -0.3244  -0.3288  -0.7505  0.20
C  -2.4663  -5.6968  5.7731  -0.22
C  2.7016  2.1846  0.3191  -0.95
C  0.8774  8.6987  -3.5191  -0.77
C  3.6520  -0.3864  1.4067  -0.79
C  0.1557  -5.0715  0.9314  -0.51
C  2.1594  3.5708  -0.0975  -1.07
C  1.9203  1.2450  -2.4304  0.06
C  0.4341  0.9724  -0.4683  1.91
C  -0.2463  7.0528  -7.7376  -1.03
C  -1.3510  1.3082  1.3834  0.10
C  -2.9319  -7.0385  1.5067  -0.35
H  -1.0620  7.7014  -8.0653  0.32
H  -4.0346  -5.8135  3.4989  0.26
H  0.5179  8.8186  -2.4959  0.31
H  -1.7821  -4.9311  6.1548  0.29
H  5.5508  -1.2434  0.9121  0.47
H  2.1307  4.1900  0.7942  0.54
H  -2.5603  -7.0546  0.4804  0.42
H  3.5968  -1.0975  2.2284  0.61
H  2.6068  -0.5026  -1.6042  0.47
H  -1.5182  5.4902  -6.9630  0.29
H  -2.6635  -1.9806  4.0299  0.33
H  -3.3933  -5.2059  5.4813  0.09
H  -4.0330  -5.2000  1.2722  -0.05
H  -2.5295  -7.1781  4.2089  0.29
H  4.8088  -0.3305  -0.4248  0.31
H  -1.0775  2.5207  -0.3154  0.83
H  1.5110  -0.1202  1.6920  0.41
H  1.0932  6.1377  -3.5283  0.20
H  0.0723  8.2474  -4.0991  0.06
H  1.1596  3.5748  -0.5008  0.30
H  0.3343  -5.0782  -0.1448  0.35
H  4.0529  0.5189  1.8479  0.41
H  -2.1629  -6.6076  2.1500  -0.45
H  -1.9950  -7.0296  7.1113  0.32
H  0.5647  7.6956  -7.3939  0.26
H  0.1022  6.4777  -8.5960  0.34
H  -1.6125  -5.7167  3.7877  -0.24
H  0.1139  5.5047  -6.2820  0.25
H  2.7454  2.1490  1.4012  0.70
H  3.3351  3.7062  -1.9354  0.29
H  -1.6829  -3.0078  2.2135  -0.01
H  2.4537  5.1445  -1.5084  0.31
H  -4.9910  -6.6595  0.9848  0.42
H  -3.7781  -3.3532  4.0694  0.17
H  -4.8045  -1.4065  2.8479  0.39
H  0.1414  2.6765  0.8910  0.51
H  -1.8776  7.4351  -5.7532  0.27
H  -0.3026  -6.0152  1.2198  0.26
H  1.4383  -2.9206  1.5182  0.14
H  1.0988  9.6860  -3.9296  0.34
H  3.9030  4.7646  -0.6150  0.37
H  0.3347  2.6495  -2.0075  0.34
H  2.1677  -5.6427  1.4656  0.30
H  -3.0989  -8.0643  1.8372  0.30
H  2.4551  7.6812  -4.5803  0.23
H  -0.1266  1.1305  -2.6546  0.46
H  1.2650  -4.8487  2.7636  0.27
H  -0.5546  -4.2682  1.1386  -0.12
H  1.9798  -1.1752  0.4070  0.52
H  -3.4479  -1.4299  1.7101  0.01
H  -0.9269  -6.9259  4.8899  0.50
H  -4.5629  -2.7922  1.7684  0.21
H  4.1911  -1.9299  0.0563  0.26
H  2.9094  8.2201  -2.9580  0.34

Atoms 1-6, force components in eV/Å:
Br 0.33 -0.03 0.08
F 0.43 -0.25 0.16
F -0.30 0.23 0.36
F -0.04 0.03 -0.37
F 0.43 -0.17 0.16
O 0.04 0.18 -0.09

The value obtained for the LUMO energy is 0.218 eV. Its spin multiplicity is 1. As for the total energy: -4615.0538 Eh. The calculation puts the HOMO energy at -10.050 eV. As for the SMILES: CCC[C@@]1([C@@H](F)CC)NC(=O)C[C@@]1(CC(=O)Br)C(F)(F)F.CCO.CCO.CCO.CCO.CCO.CCO. The value obtained for the largest force on an atom is 0.0520 hartree/bohr. Its charge is 0.



5.
Molecular formula: C6H17N2
Method: DFT, wB97M-V/def2-TZVPD

Last column: natural (NBO) charge in e.
CARTESIAN COORDINATES (ANGSTROEM)
N  0.9047  -0.2962  -1.0530  -0.12
N  -1.4217  -0.3947  0.4798  -0.41
C  -0.2184  0.4228  0.9299  -0.23
C  1.0336  -0.2899  0.3449  -0.20
C  3.6047  -0.0526  -0.0737  -0.63
C  -3.6839  -0.5754  -0.3060  -0.63
C  -2.5860  0.3449  0.2042  -0.25
C  2.3603  0.4437  0.8215  -0.34
H  3.2542  0.0696  -1.1605  0.20
H  3.9569  -1.1859  0.1209  0.24
H  2.5965  0.5270  1.9565  0.28
H  -1.1145  -1.0262  -0.1919  0.37
H  0.9594  -1.3153  0.7804  0.27
H  0.3884  1.7794  -5.2153  0.02
H  1.5058  -1.1072  -1.3299  0.36
H  -2.4111  1.1945  -0.5207  0.22
H  -2.9512  0.8420  1.1088  0.23
H  -3.9676  -1.3546  0.4251  0.24
H  -0.3116  0.5322  2.0384  0.24
H  -4.5554  0.0513  -0.5072  0.24
H  -0.2345  1.6219  0.5382  0.21
H  -3.4444  -0.9443  -1.3694  0.22
H  2.0996  1.4150  0.4045  0.23
H  4.4903  0.5738  0.0951  0.26
H  0.2966  1.4013  -4.6851  -0.02

Atoms 1-6, force components in eV/Å:
N 0.31 -1.05 1.56
N 3.38 3.19 1.37
C -1.26 2.39 -0.66
C -2.32 0.30 1.59
C -0.80 -1.53 0.25
C -0.29 0.22 -1.66

The value obtained for the LUMO energy is -8.582 eV. Its spin multiplicity is 1. As for the relative energy (zero: lowest compared OMol25 entry of this formula, charge and spin): 756.55 kJ/mol. As for the total energy: -347.8027 Eh. The calculation puts the HOMO energy at -13.686 eV. The value obtained for the largest force on an atom is 0.0942 hartree/bohr. Its charge is +1.



6.
Molecular formula: C2H3N3
Method: DFT, wB97M-V/def2-TZVPD

Last column: natural (NBO) charge in e.
CARTESIAN COORDINATES (ANGSTROEM)
N  -0.7185  -1.3395  -0.0414  -0.06
N  0.5705  -1.4002  -0.1138  -0.23
N  -1.0615  -0.0414  -0.0118  -0.35
C  0.0296  0.7537  -0.0588  -0.10
C  1.0635  -0.1317  -0.1081  -0.13
H  -1.9944  0.2072  0.2830  0.42
H  0.0292  1.8316  -0.0700  0.23
H  2.0815  0.1202  0.1209  0.22

Atoms 1-6, force components in eV/Å:
N 0.03 0.10 -0.01
N -0.15 0.13 0.20
N -0.17 0.07 0.06
C -0.01 -0.12 0.14
C 0.15 0.29 0.52
H 0.03 -0.07 -0.42

The value obtained for the LUMO energy is 0.876 eV. Its spin multiplicity is 1. As for the relative energy (zero: lowest compared OMol25 entry of this formula, charge and spin): 90.36 kJ/mol. As for the total energy: -242.2383 Eh. The calculation puts the HOMO energy at -9.967 eV. As for the SMILES: c1c[nH]nn1. The value obtained for the largest force on an atom is 0.0157 hartree/bohr. Its charge is 0.



Q: Look up the largest force on an atom of the first one.
A: 0.1175 hartree/bohr



What did the first record say?
Molecular formula: C3H5NO3
Method: DFT, wB97M-V/def2-TZVPD

Last column: natural (NBO) charge in e.
CARTESIAN COORDINATES (ANGSTROEM)
O  -1.6899  0.3348  2.5634  -0.51
O  -3.0222  -1.3915  1.8604  -0.51
O  1.2435  -0.2829  -2.4056  -0.28
N  1.0098  -0.0631  -1.2168  0.15
C  -0.0013  -0.7661  -0.6040  -0.50
C  -2.3886  -0.5202  2.2501  1.02
C  1.7027  1.8665  -0.6447  -0.32
H  -0.4364  -1.4468  -1.3737  0.22
H  0.2745  -1.3744  0.3114  0.24
H  -0.7443  -0.0762  -0.2089  0.24
H  1.3300  1.9456  0.3096  0.11
H  2.7222  1.7743  -0.8409  0.13

Atoms 1-6, force components in eV/Å:
O 0.60 1.07 0.63
O -1.06 -1.09 -0.25
O -0.68 -0.23 2.14
N 4.19 3.85 -2.03
C -2.65 -2.72 1.03
C 0.45 0.02 -0.37

The value obtained for the LUMO energy (spin up / spin down) is -1.000 / -0.456 eV. Its spin multiplicity is 1. As for the relative energy (zero: lowest compared OMol25 entry of this formula, charge and spin): 721.06 kJ/mol. As for the total energy: -397.5621 Eh. The calculation puts the HOMO energy (spin up / spin down) at -7.802 / -8.484 eV. The value obtained for the largest force on an atom is 0.1175 hartree/bohr. Its charge is 0.